The following is a DFT calculation (ωB97M-V with the def2-TZVPD basis set) of 4 unconnected molecules or ions with the total composition C14H38N5O9P at a distorted geometry.

The geometry in XYZ format:
```
67
Properties=species:S:1:pos:R:3:lowdin_charge:R:1
N 0.634 0.783 4.917 -0.1205
P 1.404 1.256 3.440 0.8322
O 2.238 2.583 3.873 -0.2137
O 2.487 -0.049 3.222 -0.1524
C 3.793 0.295 3.147 -0.6285
O 4.462 0.433 4.136 0.1479
O 4.361 0.445 1.929 0.0839
C 3.537 0.987 0.927 -0.1914
O 2.646 -0.014 0.435 -0.0996
N 1.298 0.427 0.339 -0.0258
O 1.148 1.140 -0.569 0.0939
H -0.121 0.149 4.687 0.0456
H 0.209 1.625 5.286 0.0392
H 2.962 2.402 4.496 0.0782
H 3.000 1.873 1.256 0.1168
H 4.192 1.256 0.111 0.1398
C 2.182 -4.091 -3.760 -0.0692
C 2.428 -2.825 -2.946 -0.4289
C 3.907 -2.593 -2.600 -0.2099
O 4.405 -3.407 -1.557 -0.1871
C 4.798 -4.710 -1.947 -0.1064
N 1.587 -2.862 -1.746 0.0528
H 2.242 -4.992 -3.150 0.0643
H 1.183 -4.066 -4.197 0.0745
H 2.901 -4.180 -4.577 0.0780
H 2.106 -1.977 -3.559 0.1348
H 4.009 -1.566 -2.238 0.1165
H 4.543 -2.677 -3.491 0.1199
H 5.229 -4.721 -2.952 0.0903
H 3.958 -5.407 -1.893 0.0753
H 5.556 -5.051 -1.242 0.0869
H 1.679 -1.976 -1.259 0.0465
H 2.003 -3.534 -1.107 0.0737
C -2.896 -0.550 -3.555 -0.0722
C -3.467 -1.810 -2.913 -0.4319
C -3.688 -1.683 -1.398 -0.2124
O -2.508 -1.775 -0.629 -0.1834
C -1.759 -0.580 -0.531 -0.1167
N -2.599 -2.944 -3.248 0.0409
H -1.833 -0.428 -3.350 0.0621
H -3.011 -0.596 -4.638 0.0744
H -3.418 0.343 -3.203 0.0766
H -4.448 -1.989 -3.365 0.1330
H -4.309 -2.524 -1.077 0.1207
H -4.243 -0.769 -1.149 0.1184
H -2.402 0.306 -0.498 0.0883
H -1.048 -0.503 -1.357 0.0627
H -1.184 -0.625 0.394 0.0717
H -3.030 -3.801 -2.913 0.0705
H -1.753 -2.861 -2.689 0.0635
C -3.673 3.651 1.029 -0.0738
C -3.437 4.789 2.019 -0.4310
C -1.966 4.945 2.434 -0.2055
O -1.510 3.982 3.366 -0.1829
C -1.129 2.742 2.805 -0.1434
N -4.316 4.599 3.176 0.0393
H -3.643 2.673 1.509 0.0612
H -4.656 3.752 0.571 0.0763
H -2.929 3.664 0.229 0.0772
H -3.729 5.718 1.522 0.1351
H -1.859 5.909 2.937 0.1218
H -1.306 4.974 1.557 0.1211
H -0.673 2.859 1.819 0.0875
H -1.986 2.061 2.746 0.0887
H -0.384 2.268 3.475 -0.0350
H -4.240 5.407 3.787 0.0720
H -3.934 3.837 3.729 0.0674
```

Results
Net charge = 0
Energy = -50296.6536 eV
Lowest unoccupied orbital energy = -0.73 eV
SMILES string = NP(O)OC(=O)OCON=O.COC[C@@H](C)N.COC[C@@H](C)N.COC[C@@H](C)N
HOMO-LUMO gap = 0.3066 Ha